Here is a molecular structure, C16H33Cl20NO4S at a distorted geometry from the OMol25 dataset. Energies are from ωB97M-V/def2-TZVPD.

CARTESIAN COORDINATES (ANGSTROEM)
C1 1.553 1.889 3.148
C2 0.543 2.281 2.087
O1 0.010 3.372 2.123
N1 0.331 1.367 1.086
C3 -1.039 1.109 0.623
C4 -1.745 -0.107 1.262
C5 -1.147 -0.634 2.566
C6 -0.067 -1.723 2.373
O2 0.314 -1.852 0.967
S1 1.898 -2.259 0.841
O3 2.088 -2.678 -0.523
O4 2.661 -0.824 1.001
H1 1.178 2.131 4.139
H2 2.531 2.332 2.960
H3 1.709 0.808 3.109
H4 0.850 0.517 1.245
H5 -0.975 0.886 -0.449
H6 -1.620 2.027 0.690
H7 -2.763 0.212 1.486
H8 -1.854 -0.912 0.536
H9 -0.765 0.147 3.222
H10 -1.959 -1.114 3.117
H11 -0.401 -2.703 2.706
H12 0.823 -1.428 2.935
H13 2.664 -0.350 0.150
C7 -0.555 5.468 4.880
Cl1 -2.089 6.303 5.169
Cl2 -0.432 3.974 5.816
H14 -0.482 5.220 3.825
H15 0.256 6.126 5.169
C8 -1.142 0.518 -3.896
Cl3 -1.808 0.267 -2.273
Cl4 -2.352 0.281 -5.155
H16 -0.755 1.528 -3.960
H17 -0.349 -0.203 -4.049
C9 -0.929 8.150 8.530
Cl5 -1.404 9.600 9.420
Cl6 0.459 8.447 7.476
H18 -0.662 7.378 9.242
H19 -1.762 7.828 7.917
C10 -3.272 3.403 2.882
Cl7 -3.528 3.423 1.131
Cl8 -3.392 1.770 3.554
H20 -2.279 3.791 3.081
H21 -4.023 4.025 3.353
C11 -0.469 -3.568 -3.481
Cl9 -1.989 -3.567 -4.379
Cl10 0.773 -2.581 -4.273
H22 -0.646 -3.166 -2.491
H23 -0.103 -4.585 -3.416
C12 4.144 -3.759 -5.656
Cl11 4.364 -3.744 -7.410
Cl12 4.705 -5.271 -4.934
H24 4.708 -2.939 -5.229
H25 3.088 -3.643 -5.442
C13 4.376 -5.288 2.623
Cl13 3.087 -4.074 2.463
Cl14 4.358 -6.106 4.193
H26 4.240 -6.030 1.845
H27 5.328 -4.785 2.506
C14 -6.728 -0.176 5.419
Cl15 -5.234 -0.550 4.552
Cl16 -8.161 -0.541 4.454
H28 -6.759 -0.770 6.325
H29 -6.730 0.880 5.659
C15 3.129 -0.492 -9.084
Cl17 2.395 -0.684 -7.492
Cl18 1.963 -0.757 -10.388
H30 3.516 0.516 -9.168
H31 3.931 -1.215 -9.181
C16 0.941 -4.493 -10.810
Cl19 1.856 -5.438 -9.629
Cl20 -0.804 -4.687 -10.605
H32 1.191 -3.447 -10.679
H33 1.213 -4.827 -11.804

Forces on atoms 1 to 6 (eV/Å):
C 0.14 -0.89 -0.38
C 0.58 0.26 0.14
O -0.65 0.21 0.08
N -0.44 -0.30 0.79
C 0.48 -0.26 -1.28
C -0.38 0.65 0.36

## Properties
- HOMO level (Eh) = -0.3538
- energy (eV) = -288090.3260
- Kohn-Sham gap (hartree) = 0.36121
- multiplicity = 1

***

Here is a molecular structure, C16H33ClP2Ru at a distorted geometry from the OMol25 dataset. Energies are from ωB97M-V/def2-TZVPD.

CARTESIAN COORDINATES (ANGSTROEM)
P1 -1.668 2.503 0.683
P2 2.488 0.755 1.156
C1 -0.450 1.079 0.578
C2 0.687 0.730 1.609
H1 0.018 1.094 -0.440
H2 -1.197 0.252 0.724
H3 0.561 1.279 2.566
H4 0.570 -0.355 1.815
C3 3.236 -0.079 -0.260
H5 4.203 0.397 -0.507
H6 2.600 -0.052 -1.161
H7 3.436 -1.129 -0.030
C4 3.254 -0.064 2.558
H8 3.468 -1.106 2.282
H9 2.565 -0.056 3.413
H10 4.183 0.455 2.816
C5 -2.654 2.380 -0.839
H11 -3.311 3.261 -0.912
H12 -3.280 1.473 -0.851
H13 -1.995 2.354 -1.722
C6 -2.749 2.211 2.093
H14 -2.152 1.902 2.961
H15 -3.483 1.420 1.873
H16 -3.295 3.134 2.336
Ru1 -0.055 -0.934 -0.785
C7 0.540 -2.766 -0.337
C8 1.063 -2.359 -1.626
C9 0.415 -2.671 -2.925
C10 -1.097 -2.273 -3.005
C11 -1.587 -1.241 -2.014
C12 -1.923 -1.516 -0.637
C13 -1.973 -2.862 -0.010
C14 -0.669 -3.652 -0.121
C15 -0.676 3.983 0.660
H17 1.303 -2.872 0.449
H18 2.151 -2.197 -1.642
H19 0.526 -3.737 -3.194
H20 0.943 -2.052 -3.677
H21 -1.310 -1.878 -4.013
H22 -1.729 -3.161 -2.953
H23 -2.072 -0.377 -2.506
H24 -2.621 -0.787 -0.217
H25 -2.828 -3.426 -0.384
H26 -2.173 -2.672 1.045
H27 -0.505 -4.142 0.853
H28 -0.742 -4.461 -0.855
H29 -0.237 4.163 1.651
H30 -1.290 4.850 0.372
H31 0.136 3.859 -0.057
Cl1 2.527 3.087 -0.706
C16 2.818 2.524 0.976
H32 3.873 2.669 1.256
H33 2.156 3.064 1.660

Forces on atoms 1 to 6 (eV/Å):
P 0.94 -1.45 -0.93
P -0.57 -0.03 -0.25
C -0.46 0.05 1.46
C -0.58 -0.38 -0.14
H -0.37 0.24 -0.42
H 0.54 0.37 -0.42

## Properties
- HOMO level (alpha / beta) (Eh) = -0.4027 / -0.5461
- energy (eV) = -50788.3288
- Kohn-Sham gap (alpha / beta) (hartree) = 0.19312 / 0.30252
- charge = +2
- multiplicity = 5

***

Here is 5 unconnected molecules or ions with the total composition C16H33N3O2S2 at a distorted geometry from the OMol25 dataset. Energies are from ωB97M-V/def2-TZVPD.

CARTESIAN COORDINATES (ANGSTROEM)
C1 0.872 1.218 -1.066
C2 1.158 2.131 0.109
C3 -0.047 2.381 1.001
C4 0.219 3.282 2.128
N1 0.438 3.965 3.026
H1 1.775 0.801 -1.511
H2 0.364 1.715 -1.896
H3 0.266 0.352 -0.782
H4 1.537 3.080 -0.279
H5 1.917 1.705 0.769
H6 -0.323 1.426 1.462
H7 -0.924 2.732 0.453
C5 -3.094 -1.711 2.408
C6 -2.880 -2.687 1.250
C7 -2.716 -1.998 -0.118
C8 -3.947 -1.280 -0.465
N2 -4.914 -0.701 -0.683
H8 -2.326 -1.780 3.175
H9 -4.053 -1.938 2.872
H10 -3.131 -0.685 2.045
H11 -3.620 -3.479 1.146
H12 -1.939 -3.256 1.269
H13 -2.498 -2.733 -0.899
H14 -1.876 -1.306 -0.213
C9 2.112 -2.032 -3.164
C10 2.872 -3.346 -3.078
C11 1.975 -4.437 -2.450
C12 0.578 -4.500 -2.938
N3 -0.517 -4.593 -3.276
H15 1.803 -1.681 -2.175
H16 1.247 -2.075 -3.822
H17 2.772 -1.201 -3.433
H18 3.628 -3.249 -2.293
H19 3.361 -3.697 -3.981
H20 1.859 -4.351 -1.369
H21 2.377 -5.427 -2.673
C13 -5.587 5.796 2.633
S1 -4.494 4.382 2.845
O1 -5.371 3.221 3.186
C14 -4.166 4.151 1.051
H22 -6.101 6.036 3.568
H23 -6.413 5.618 1.944
H24 -4.964 6.653 2.370
H25 -3.837 5.107 0.641
H26 -5.096 3.832 0.592
H27 -3.375 3.408 1.016
C15 5.521 -0.919 1.423
S2 4.747 -1.380 -0.154
O2 3.500 -0.544 -0.334
C16 5.927 -0.962 -1.481
H28 5.945 0.084 1.360
H29 6.220 -1.682 1.763
H30 4.750 -0.881 2.193
H31 5.535 -1.376 -2.402
H32 6.918 -1.313 -1.193
H33 6.018 0.124 -1.571

Forces on atoms 1 to 6 (eV/Å):
C -0.16 -0.51 -0.45
C 0.43 0.31 -0.04
C -0.48 -0.36 0.35
C 0.08 0.16 -0.07
N -0.03 -0.09 -0.17
H 0.19 0.11 0.30

## Properties
- HOMO level (Eh) = -0.3235
- energy (eV) = -47359.8417
- energy relative to the best compared isomer or geometry (same formula, charge and spin) (eV) = 0.000
- Kohn-Sham gap (hartree) = 0.32989
- multiplicity = 1